Record 1
{"formula": "C26H51Cl5KN4O6P2SSi", "method": "ωB97M-V/def2-TZVPD", "gap_ha": 0.2515, "largest_force_ev_per_a": 2.398, "e_homo_ev": -4.9, "e_tot_ev": -162274.8753, "charge": -1, "elements": ["K", "C", "C", "C", "C", "O", "Si", "S", "O", "C", "C", "C", "C", "O", "C", "C", "C", "C", "H", "H", "H", "H", "H", "H", "H", "H", "H", "H", "H", "H", "H", "H", "H", "H", "H", "H", "H", "H", "H", "H", "H", "H", "H", "H", "H", "Cl", "C", "C", "C", "Cl", "C", "Cl", "C", "Cl", "C", "Cl", "C", "N", "C", "P", "O", "O", "P", "O", "N", "C", "C", "N", "C", "C", "N", "C", "C", "H", "H", "H", "H", "H", "H", "H", "H", "H", "H", "H", "H", "H", "H", "H", "H", "H", "H", "H", "H", "H", "H", "H", "H"], "coordinates": [[0.025, 0.922, -0.273], [5.109, 1.211, -1.573], [3.800, 1.547, -0.862], [4.002, 2.176, 0.486], [3.038, 2.562, -1.729], [2.997, 0.313, -0.744], [3.135, -1.251, -0.247], [1.247, -1.973, -0.043], [4.130, -1.187, 1.047], [4.527, -1.995, 2.119], [4.007, -3.405, 1.998], [4.131, -1.302, 3.423], [6.087, -2.022, 2.083], [4.207, -1.993, -1.347], [3.938, -2.654, -2.608], [5.142, -2.367, -3.463], [3.972, -4.101, -2.204], [2.643, -2.236, -3.297], [5.660, 2.149, -1.873], [5.032, 0.619, -2.479], [5.806, 0.662, -0.892], [4.688, 3.064, 0.379], [4.505, 1.448, 1.162], [3.061, 2.499, 0.909], [3.502, 3.526, -1.623], [1.964, 2.670, -1.482], [3.118, 2.276, -2.755], [2.980, -3.366, 1.601], [3.998, -3.959, 2.938], [4.592, -3.973, 1.269], [3.058, -1.323, 3.621], [4.486, -0.276, 3.327], [4.663, -1.779, 4.242], [6.481, -2.450, 1.157], [6.494, -2.448, 3.011], [6.399, -0.968, 2.132], [6.000, -2.697, -2.891], [5.143, -1.304, -3.654], [5.063, -2.927, -4.429], [4.916, -4.290, -1.667], [3.965, -4.735, -3.098], [3.104, -4.352, -1.522], [2.690, -1.230, -3.704], [1.776, -2.274, -2.612], [2.488, -2.971, -4.154], [0.919, 2.096, 2.860], [0.567, 3.607, 2.120], [0.114, 3.544, 0.813], [-0.092, 4.833, 0.282], [-0.607, 4.960, -1.372], [0.098, 6.043, 0.960], [-0.032, 7.582, 0.115], [0.510, 5.978, 2.282], [0.761, 7.426, 3.116], [0.781, 4.743, 2.877], [1.306, 4.745, 4.524], [-4.771, 2.838, 1.833], [-5.169, 2.298, 0.572], [-6.589, 2.105, 0.356], [-4.115, 1.295, -0.257], [-2.699, 1.410, 0.167], [-4.780, -0.185, 0.050], [-3.907, -1.588, -0.157], [-2.939, -1.570, -1.231], [-5.197, -2.615, -0.353], [-4.831, -4.026, -0.359], [-6.586, -2.302, -0.117], [-3.263, -1.924, 1.299], [-4.015, -1.730, 2.494], [-1.802, -1.977, 1.543], [-4.421, 1.534, -1.818], [-3.768, 2.714, -2.348], [-4.742, 0.444, -2.717], [-5.230, 3.812, 1.941], [-3.657, 2.903, 1.827], [-5.061, 2.153, 2.656], [-7.111, 3.049, 0.515], [-7.036, 1.351, 1.015], [-6.721, 1.854, -0.682], [-4.056, -4.172, -1.081], [-5.709, -4.683, -0.645], [-4.431, -4.364, 0.643], [-6.806, -1.188, -0.196], [-7.031, -2.709, 0.825], [-7.226, -2.755, -0.883], [-5.022, -1.441, 2.327], [-3.594, -0.903, 3.102], [-4.067, -2.626, 3.118], [-1.365, -1.985, 0.541], [-1.637, -2.843, 2.125], [-1.407, -1.093, 2.031], [-3.648, 3.480, -1.589], [-4.341, 3.120, -3.148], [-2.768, 2.464, -2.668], [-5.541, -0.204, -2.366], [-3.912, -0.202, -2.973], [-5.120, 0.866, -3.651]], "mulliken_charge": [0.852, -1.524, 1.758, -0.969, -1.636, 0.777, -0.596, -0.687, 0.285, 1.675, -1.432, -1.695, -1.538, -0.254, 1.729, -1.657, -1.612, -1.312, 0.408, 0.112, 0.197, 0.414, 0.054, 0.018, 0.436, 0.040, 0.447, 0.163, 0.409, 0.290, 0.299, 0.320, 0.476, 0.245, 0.415, 0.351, 0.365, 0.325, 0.378, 0.303, 0.518, 0.167, 0.282, 0.177, 0.408, -0.157, 0.917, -1.073, 0.546, -0.269, -0.576, -0.217, 0.763, -0.236, -0.570, -0.216, -0.858, 0.274, -0.946, -0.740, -0.020, 0.338, 0.094, -0.924, 0.287, -1.032, -0.802, 0.678, -1.139, -0.777, 0.579, -1.098, -0.930, 0.347, 0.172, 0.267, 0.363, 0.210, 0.299, 0.324, 0.340, 0.261, 0.088, 0.317, 0.411, 0.267, 0.334, 0.304, -0.005, 0.367, 0.266, 0.353, 0.383, 0.335, 0.189, 0.306, 0.430]}

---

Record 2
{"formula": "C26H51FNO12S2", "method": "ωB97M-V/def2-TZVPD", "gap_ha": 0.2847, "largest_force_ev_per_a": 9.093, "e_homo_ev": -10.9, "e_tot_ev": -78222.8693, "charge": 1, "elements": ["C", "C", "C", "O", "C", "O", "C", "S", "N", "C", "C", "C", "F", "O", "C", "O", "C", "S", "H", "H", "H", "H", "H", "H", "H", "H", "H", "H", "H", "H", "H", "H", "H", "H", "H", "H", "H", "O", "C", "O", "C", "C", "C", "H", "H", "H", "H", "H", "H", "H", "H", "O", "C", "O", "C", "C", "C", "H", "H", "H", "H", "H", "H", "H", "H", "O", "C", "O", "C", "C", "C", "H", "H", "H", "H", "H", "H", "H", "H", "O", "C", "O", "C", "C", "C", "H", "H", "H", "H", "H", "H", "H", "H"], "coordinates": [[3.314, -3.433, -0.264], [1.774, -2.906, -0.631], [1.545, -1.306, -0.222], [0.307, -1.251, 0.575], [-0.129, 0.134, 0.831], [0.305, 0.734, 1.973], [-1.143, 1.021, -0.110], [-0.649, 1.134, -1.914], [-0.211, 2.759, -2.381], [1.056, 2.876, -3.198], [2.192, 1.735, -2.891], [2.122, 0.430, -3.932], [2.008, 0.847, -5.349], [0.863, -3.747, 0.181], [-0.278, -4.237, -0.608], [-0.087, -5.001, -1.716], [-1.842, -3.953, -0.187], [-3.022, -5.145, -1.020], [3.274, -3.800, 0.860], [4.135, -2.621, -0.466], [3.524, -4.367, -0.951], [1.634, -3.026, -1.790], [2.502, -0.924, 0.342], [1.475, -0.714, -1.245], [-2.223, 0.523, -0.002], [-1.249, 2.117, 0.345], [-1.003, 3.119, -2.994], [-0.122, 3.397, -1.548], [1.546, 3.925, -2.908], [0.858, 2.951, -4.369], [2.257, 1.402, -1.762], [3.246, 2.242, -3.129], [3.097, -0.187, -3.730], [1.186, -0.269, -3.693], [-1.923, -4.129, 0.991], [-2.173, -2.838, -0.373], [-2.605, -5.387, -2.340], [-5.177, 2.669, 1.759], [-4.712, 1.967, 2.654], [-3.501, 1.389, 2.513], [-2.791, 0.711, 3.566], [-3.242, -0.733, 3.680], [-5.524, 1.664, 3.882], [-2.876, 1.255, 4.511], [-1.732, 0.734, 3.290], [-4.302, -0.806, 3.936], [-2.664, -1.258, 4.445], [-3.112, -1.249, 2.724], [-6.207, 0.839, 3.666], [-6.103, 2.555, 4.143], [-4.924, 1.424, 4.758], [-4.495, -2.700, 6.121], [-5.556, -2.241, 6.536], [-6.084, -1.127, 5.985], [-7.402, -0.622, 6.267], [-7.394, 0.243, 7.513], [-6.238, -2.857, 7.725], [-8.132, -1.435, 6.322], [-7.688, -0.007, 5.407], [-7.095, -0.326, 8.397], [-8.386, 0.667, 7.694], [-6.675, 1.061, 7.405], [-5.780, -2.475, 8.640], [-6.103, -3.942, 7.678], [-7.313, -2.686, 7.753], [5.906, -2.650, -2.267], [6.200, -3.757, -2.713], [6.705, -4.710, -1.901], [6.903, -6.085, -2.279], [8.233, -6.266, -2.984], [6.090, -4.039, -4.184], [6.058, -6.456, -2.868], [6.909, -6.664, -1.350], [8.280, -5.690, -3.912], [8.402, -7.320, -3.223], [9.052, -5.912, -2.351], [6.982, -3.661, -4.690], [5.206, -3.521, -4.571], [5.952, -5.092, -4.422], [0.077, 5.708, -3.472], [0.914, 6.523, -3.853], [2.174, 6.487, -3.371], [3.269, 7.267, -3.887], [3.287, 8.650, -3.266], [0.526, 7.631, -4.791], [3.251, 7.295, -4.980], [4.185, 6.737, -3.607], [2.380, 9.211, -3.504], [4.150, 9.220, -3.621], [3.337, 8.578, -2.175], [0.076, 8.445, -4.218], [-0.208, 7.240, -5.503], [1.352, 8.014, -5.386]], "mulliken_charge": [-1.143, 0.162, 0.480, -0.231, 0.355, -0.560, -0.263, 0.015, -0.235, -0.363, -0.682, -0.034, -0.359, -0.386, 0.573, -0.551, -0.332, -0.188, 0.321, 0.352, 0.204, 0.329, 0.350, -0.513, 0.325, 0.294, 0.430, 0.501, 0.107, 0.332, 0.317, 0.393, 0.261, 0.176, 0.282, 0.109, 0.155, -0.618, 0.567, -0.343, -0.402, -0.476, -0.747, 0.342, 0.177, 0.050, 0.394, 0.146, 0.160, 0.415, 0.325, -0.560, 0.841, -0.313, -0.433, -1.004, -1.130, 0.395, 0.301, 0.286, 0.375, 0.299, 0.268, 0.328, 0.349, -0.586, 0.834, -0.353, -0.386, -0.991, -1.028, 0.337, 0.336, 0.271, 0.357, 0.305, 0.279, 0.267, 0.356, -0.554, 0.847, -0.371, -0.429, -0.993, -1.147, 0.360, 0.341, 0.279, 0.360, 0.319, 0.304, 0.320, 0.391]}